{"formula": "C35H90N6O12", "method": "wB97M-V/def2-TZVPD", "elements": ["C", "O", "C", "C", "N", "C", "C", "O", "C", "H", "H", "H", "H", "H", "H", "H", "H", "H", "H", "H", "H", "H", "H", "H", "C", "O", "C", "C", "N", "C", "C", "O", "C", "H", "H", "H", "H", "H", "H", "H", "H", "H", "H", "H", "H", "H", "H", "H", "C", "O", "C", "C", "N", "C", "C", "O", "C", "H", "H", "H", "H", "H", "H", "H", "H", "H", "H", "H", "H", "H", "H", "H", "C", "O", "C", "C", "N", "C", "C", "O", "C", "H", "H", "H", "H", "H", "H", "H", "H", "H", "H", "H", "H", "H", "H", "H", "C", "O", "C", "C", "N", "C", "C", "O", "C", "H", "H", "H", "H", "H", "H", "H", "H", "H", "H", "H", "H", "H", "H", "H", "C", "O", "H", "H", "H", "H", "C", "C", "C", "O", "C", "N", "H", "H", "H", "H", "H", "H", "H", "H", "H", "H", "H"], "xyz": [[6.966, -6.216, -0.866], [6.159, -7.178, -0.280], [6.638, -8.575, -0.234], [7.743, -8.747, 0.845], [7.031, -8.563, 2.074], [7.992, -8.416, 3.192], [7.244, -7.843, 4.342], [8.219, -7.725, 5.400], [7.868, -6.807, 6.414], [7.209, -6.626, -1.847], [7.834, -5.955, -0.261], [6.414, -5.285, -0.996], [6.994, -8.724, -1.253], [5.834, -9.311, -0.189], [8.500, -7.972, 0.723], [8.214, -9.718, 0.999], [6.489, -7.720, 1.950], [8.749, -7.694, 2.883], [8.584, -9.299, 3.433], [6.301, -8.353, 4.535], [6.938, -6.844, 4.031], [8.563, -6.931, 7.245], [6.859, -7.027, 6.763], [7.778, -5.777, 6.069], [-3.852, -11.044, -2.563], [-3.204, -11.536, -1.395], [-2.934, -10.503, -0.447], [-1.441, -10.044, -0.706], [-1.396, -8.581, -0.406], [-1.593, -8.387, 1.082], [-0.502, -9.039, 1.975], [0.834, -8.658, 1.571], [1.898, -9.102, 2.380], [-3.226, -10.517, -3.283], [-4.836, -10.633, -2.338], [-4.208, -11.917, -3.111], [-2.949, -10.855, 0.585], [-3.685, -9.714, -0.446], [-1.139, -10.349, -1.708], [-0.699, -10.514, -0.060], [-0.423, -8.411, -0.617], [-2.529, -8.868, 1.368], [-1.792, -7.327, 1.236], [-0.465, -10.128, 1.979], [-0.706, -8.751, 3.006], [1.835, -10.188, 2.315], [1.811, -8.704, 3.391], [2.854, -8.752, 1.989], [-1.305, -12.904, 4.603], [0.018, -13.335, 4.342], [0.935, -12.480, 3.689], [1.576, -13.423, 2.560], [2.542, -14.540, 3.014], [2.973, -15.445, 1.941], [1.908, -16.432, 1.450], [1.435, -17.404, 2.387], [2.425, -18.245, 2.954], [-1.666, -13.303, 5.551], [-2.040, -13.112, 3.826], [-1.120, -11.870, 4.897], [1.660, -12.252, 4.470], [0.488, -11.678, 3.103], [2.160, -12.906, 1.800], [0.719, -13.772, 1.983], [1.983, -15.167, 3.576], [3.910, -15.926, 2.221], [3.365, -14.814, 1.143], [2.311, -17.065, 0.660], [1.121, -15.857, 0.962], [1.920, -18.818, 3.732], [3.175, -17.626, 3.445], [2.696, -18.870, 2.103], [6.129, -11.981, -1.346], [5.901, -11.180, -2.508], [6.598, -11.455, -3.736], [6.317, -10.383, -4.757], [7.003, -10.782, -5.935], [6.594, -9.789, -6.936], [6.699, -10.368, -8.379], [5.593, -11.288, -8.418], [5.375, -11.890, -9.787], [5.834, -12.993, -1.624], [5.676, -11.627, -0.420], [7.204, -11.824, -1.254], [6.233, -12.381, -4.181], [7.653, -11.455, -3.460], [6.719, -9.434, -4.402], [5.231, -10.305, -4.812], [6.633, -11.643, -6.311], [7.306, -8.967, -6.868], [5.566, -9.448, -6.811], [7.711, -10.721, -8.578], [6.393, -9.568, -9.053], [5.118, -11.101, -10.493], [4.673, -12.724, -9.790], [6.304, -12.364, -10.107], [12.322, -15.864, 4.918], [11.183, -15.060, 4.760], [10.415, -14.761, 5.892], [9.085, -14.258, 5.346], [9.395, -13.027, 4.510], [8.428, -12.663, 3.392], [9.134, -12.684, 2.065], [9.357, -14.034, 1.770], [8.280, -14.722, 1.218], [13.226, -15.265, 4.805], [12.239, -16.807, 4.378], [12.483, -16.091, 5.971], [10.904, -14.051, 6.558], [10.316, -15.723, 6.394], [8.449, -14.014, 6.198], [8.443, -15.010, 4.888], [10.258, -13.228, 4.025], [8.149, -11.630, 3.601], [7.518, -13.257, 3.475], [10.037, -12.074, 2.057], [8.435, -12.304, 1.320], [7.286, -14.359, 1.478], [8.435, -15.760, 1.513], [8.448, -14.679, 0.142], [4.739, -10.793, 3.327], [4.985, -10.622, 1.994], [4.144, -9.966, 3.716], [4.010, -11.602, 3.293], [5.615, -11.089, 3.903], [5.697, -9.997, 1.836], [7.526, -14.660, 8.846], [6.364, -13.691, 9.213], [5.262, -13.498, 8.181], [5.863, -13.163, 6.943], [5.053, -13.551, 5.814], [5.717, -14.148, 10.412], [7.220, -15.510, 8.237], [8.012, -14.923, 9.786], [8.268, -14.220, 8.180], [6.841, -12.740, 9.451], [4.669, -12.719, 8.660], [4.599, -14.363, 8.216], [5.339, -14.590, 5.654], [5.348, -13.212, 4.820], [3.982, -13.525, 6.013], [6.409, -14.210, 11.146], [5.436, -15.114, 10.326]], "forces_ev_per_angstrom": [[0.38, -0.26, -0.64], [-1.44, -2.05, 2.16], [1.50, 1.28, -1.90], [-1.43, 0.20, -0.53], [0.63, -0.50, 1.37], [-0.71, 0.78, -1.18], [1.19, 1.02, 0.75], [-0.81, -0.32, -0.46], [-0.90, -0.34, 0.12], [0.70, 0.49, -0.29], [0.38, -0.20, -0.11], [-0.33, -0.24, 0.04], [0.60, -0.34, -0.07], [-0.41, 0.64, 0.66], [0.35, -0.02, -0.28], [0.16, -0.24, -1.10], [-0.17, 0.37, 0.40], [0.27, 0.25, 0.14], [-0.52, -0.54, -0.04], [0.19, -0.54, 0.71], [-0.06, 0.38, 0.06], [0.03, 0.21, -0.22], [-0.14, -0.25, 0.37], [0.60, 0.18, -0.22], [-0.75, -1.68, -0.12], [-0.71, 0.45, 0.31], [2.09, -0.74, -0.36], [-1.83, 1.03, 0.90], [0.41, -1.04, 0.38], [0.67, -0.85, -1.24], [1.09, 0.62, -0.03], [-0.93, 1.38, -0.61], [-0.83, -0.22, -0.30], [0.04, 0.62, 0.46], [0.33, 1.08, 0.23], [0.49, -0.46, -0.07], [-0.32, -0.86, -0.13], [0.26, 0.36, -0.62], [-0.25, 0.71, -0.25], [-0.32, -0.69, 0.23], [0.27, 1.04, 0.24], [-0.06, -0.08, -0.05], [0.67, 0.02, 0.30], [-0.72, -0.24, -0.26], [0.12, 0.23, 0.28], [0.64, -0.25, 0.63], [-0.12, -0.29, 0.35], [-0.21, -0.05, -0.37], [1.10, 1.13, 1.05], [-0.53, -1.34, 0.00], [0.86, -2.90, -1.29], [1.06, -0.26, 0.27], [-1.57, 0.70, 0.16], [0.32, 0.74, -0.18], [1.07, -0.94, -0.54], [-1.16, 1.81, 0.67], [-1.10, 0.64, -0.54], [0.17, -0.71, -0.16], [0.22, 0.31, -0.23], [-1.13, 0.67, -0.60], [0.25, 0.87, -0.41], [-0.09, 0.32, 0.65], [0.15, 0.69, 0.25], [-0.25, -0.48, 0.21], [-0.25, 0.16, 0.79], [-0.16, -0.44, 0.55], [-0.53, 0.01, -0.62], [0.53, 0.30, -0.57], [-0.59, -0.35, 0.64], [0.05, -0.15, -0.19], [0.58, -0.41, -0.28], [1.09, -0.39, 0.47], [1.29, 0.41, -2.12], [-1.77, 1.21, 0.00], [-0.23, 0.08, 1.96], [0.16, -0.71, 2.13], [-0.64, 0.87, -1.64], [1.56, -0.41, -1.78], [-2.03, 0.99, 1.33], [0.23, -1.75, -2.07], [1.27, 0.59, 1.55], [0.23, -0.35, 0.64], [-0.59, 0.25, -0.49], [0.54, -1.02, 0.76], [0.34, -0.50, 0.22], [0.33, -0.49, -0.49], [-0.06, 0.17, -0.07], [-0.26, 0.21, -0.40], [-0.19, -0.49, 0.36], [-0.25, 0.39, 0.03], [-0.05, 0.11, 0.11], [-0.17, -0.58, -0.23], [0.63, 0.27, -0.30], [-0.21, -0.05, 0.06], [-0.42, 0.55, 0.58], [0.28, 0.23, -0.05], [0.78, 0.18, 1.66], [-0.19, 0.81, -1.29], [-0.02, -1.31, -0.58], [0.89, 1.75, 1.47], [-3.08, -3.58, -2.14], [0.57, 1.44, 2.39], [-1.06, -0.99, -0.53], [1.73, 0.65, 0.96], [0.36, -0.90, -1.12], [0.07, -0.17, -1.19], [0.23, 0.38, -0.31], [-0.54, -0.52, 0.35], [-0.06, 0.24, 0.05], [-0.62, 0.21, 0.65], [-0.19, 0.74, 0.15], [0.37, 0.15, -1.12], [1.56, 0.50, 0.50], [-0.30, 0.37, 0.10], [0.18, -0.10, 0.02], [0.19, -0.29, 0.00], [-0.06, 0.59, -0.03], [0.00, 0.08, 0.16], [-0.44, -0.02, 0.05], [-0.65, -0.06, -0.25], [-1.53, -0.71, 0.23], [0.52, -0.27, -2.23], [0.53, 0.40, 0.64], [0.12, -0.46, 0.74], [-0.01, 0.29, 0.37], [0.37, 0.70, 0.41], [-0.27, 0.66, -0.82], [1.03, -0.94, -0.33], [0.94, 0.39, 1.12], [-0.82, 0.53, -0.82], [0.79, -1.89, 0.44], [-0.26, -0.15, 0.95], [-0.44, -0.47, 0.58], [0.11, -0.37, -0.27], [0.21, 0.54, 0.27], [-0.19, 0.24, -0.14], [-0.31, 0.56, -0.71], [0.19, -0.47, -0.74], [-0.61, -0.75, 0.18], [-0.07, 1.41, 0.49], [0.09, 0.43, -0.23], [0.02, 0.37, 0.36], [-0.36, -0.22, -0.34]], "s_squared": 0.75, "orbital_gap_ev": [8.194, 2.808], "total_charge": 1, "multiplicity": 2, "homo_ha": [-0.3748, -0.3748], "e_tot_ha": -2618.1658, "fmax_ha_per_bohr": 0.1009}